One molecule with the formula C5H7ClN2 in a non-equilibrium geometry. Source: the Open Molecules 2025 dataset; level of theory: ωB97M-V/def2-TZVPD.

Geometry as XYZ:
```
15
Properties=species:S:1:pos:R:3
C -0.619 1.245 0.400
C 0.476 0.415 0.763
C 0.384 -1.705 -0.314
C -0.132 -1.865 1.075
C -0.164 -0.650 1.708
H -1.400 0.387 0.600
H -0.719 1.833 1.356
H 1.096 1.106 1.374
H 0.831 0.010 -1.266
H -0.447 -3.458 -0.960
H -0.820 -2.816 1.323
H -0.558 -0.296 2.705
N 1.325 -0.414 -0.288
N 0.190 -2.665 -1.252
Cl -0.486 2.361 -0.949
```

Properties
2S+1   1
Gap between HOMO and LUMO   9.7411 eV
Structure (SMILES)   [H]/N=C1\C=C[C@H](CCl)N1
Energy above the lowest of the compared OMol25 structures with the same formula, charge and spin   413.6 kJ/mol
Highest occupied orbital energy   -9.7 eV
Total charge   0



An isolated ion of composition C5H7ClN5 and charge +1 in a non-equilibrium geometry. Source: the Open Molecules 2025 dataset; level of theory: ωB97M-V/def2-TZVPD.

Geometry as XYZ:
```
18
Properties=species:S:1:pos:R:3
C 1.500 1.528 0.041
C 2.016 -0.561 -0.015
C 0.372 2.500 -0.111
C -0.735 1.728 -0.294
C -1.501 -0.556 0.247
N 2.805 1.458 0.108
N 3.104 0.142 0.124
N 0.967 0.272 -0.013
N -0.588 0.328 -0.321
N -1.248 -2.044 -0.165
Cl 1.946 -2.269 -0.058
H 0.429 3.578 0.007
H -1.815 2.100 -0.138
H -2.547 -0.328 0.152
H -1.378 -0.772 1.357
H -1.885 -2.506 0.461
H -1.301 -2.467 -1.168
H -0.142 -2.130 -0.214
```

Properties
2S+1   1
Gap between HOMO and LUMO   8.7328 eV
Structure (SMILES)   [NH3+]Cn1ccc2nnc(Cl)n21
Energy above the lowest of the compared OMol25 structures with the same formula, charge and spin   413.5 kJ/mol
Highest occupied orbital energy   -12.6 eV
Total charge   +1



C5H7CrO4 as an isolated structure in a non-equilibrium geometry. Source: the Open Molecules 2025 dataset; level of theory: ωB97M-V/def2-TZVPD.

Geometry as XYZ:
```
17
Properties=species:S:1:pos:R:3
O -1.125 1.220 0.559
C 0.228 1.496 0.394
C 0.796 0.729 -0.788
O 0.360 -0.639 -0.644
C 0.902 -1.544 -1.516
C 0.844 -2.855 -1.305
Cr -1.677 -0.572 0.079
H 0.798 1.221 1.303
H 0.417 2.570 0.210
H 1.894 0.760 -0.801
H 0.406 1.117 -1.741
H 1.369 -1.101 -2.400
H 0.384 -3.274 -0.409
H 1.269 -3.529 -2.047
O -2.796 0.460 2.784
C -2.247 1.495 2.897
O -1.821 2.445 3.427
```

Properties
2S+1   6
Gap between HOMO and LUMO (spin up / spin down)   6.2917 / 9.1574 eV
Energy above the lowest of the compared OMol25 structures with the same formula, charge and spin   0.0 kJ/mol
Highest occupied orbital energy (spin up / spin down)   -6.4 / -9.3 eV
Total charge   0



One molecule with the formula C5H7F in a non-equilibrium geometry. Source: the Open Molecules 2025 dataset; level of theory: ωB97M-V/def2-TZVPD.

Geometry as XYZ:
```
13
Properties=species:S:1:pos:R:3
C 2.135 0.657 0.841
C 1.133 0.543 0.015
C -0.967 -0.701 -0.929
C -2.132 0.155 -0.422
C 0.122 -0.511 0.023
F -0.045 -1.246 1.112
H 2.843 1.524 0.844
H 2.323 0.080 1.771
H 1.103 1.135 -0.904
H -1.371 -1.711 -0.860
H -0.673 -0.623 -1.894
H -1.781 1.114 0.008
H -2.688 -0.417 0.396
```

Properties
2S+1   1
Gap between HOMO and LUMO (spin up / spin down)   7.3009 / 9.0208 eV
Energy above the lowest of the compared OMol25 structures with the same formula, charge and spin   354.9 kJ/mol
Highest occupied orbital energy (spin up / spin down)   -7.5 / -9.0 eV
Total charge   0



One molecule with the formula C5H7F2N3O2 in a non-equilibrium geometry. Source: the Open Molecules 2025 dataset; level of theory: ωB97M-V/def2-TZVPD.

Geometry as XYZ:
```
19
Properties=species:S:1:pos:R:3
C 0.363 -0.676 0.186
C -0.296 -1.027 -2.055
C -1.962 -0.953 -0.273
C 1.248 0.228 2.112
C 0.412 2.335 -0.376
N -0.612 -0.734 -0.818
N 0.433 0.402 0.935
N 0.113 1.721 0.701
O 1.109 -1.617 0.454
O -0.958 -1.356 -2.967
F 1.053 1.715 -1.364
F 1.054 -0.987 -2.206
H -2.219 -0.144 0.518
H -2.567 -0.954 -1.246
H -2.043 -1.982 0.211
H 1.024 1.044 2.738
H 1.241 -0.782 2.489
H 2.333 0.444 1.720
H 0.272 3.322 -0.760
```

Properties
2S+1   1
Gap between HOMO and LUMO   10.2601 eV
Structure (SMILES)   CN(/N=C\F)C(=O)N(C)C(=O)F
Energy above the lowest of the compared OMol25 structures with the same formula, charge and spin   1.7 kJ/mol
Highest occupied orbital energy   -9.7 eV
Total charge   0



One molecule with the formula C5H7F3O2S in a non-equilibrium geometry. Source: the Open Molecules 2025 dataset; level of theory: ωB97M-V/def2-TZVPD.

Geometry as XYZ:
```
18
Properties=species:S:1:pos:R:3
C 0.108 0.445 -0.795
C -1.044 -0.272 -0.134
C -3.416 -0.542 0.504
C -2.323 0.248 -0.113
C 3.703 0.434 0.120
O 1.693 -1.020 1.346
O 1.262 -0.413 -1.010
F 4.573 0.330 -0.904
F 3.052 1.580 0.034
F 4.409 0.484 1.249
S 2.321 -1.025 0.072
H 0.382 1.391 -0.269
H -0.117 0.656 -1.761
H -0.831 -1.292 0.154
H -4.096 -0.924 -0.285
H -2.998 -1.437 1.036
H -4.141 0.085 1.077
H -2.538 1.273 -0.321
```

Properties
2S+1   1
Gap between HOMO and LUMO   10.1318 eV
Energy above the lowest of the compared OMol25 structures with the same formula, charge and spin   102.8 kJ/mol
Highest occupied orbital energy   -9.4 eV
Total charge   0



One molecule with the formula C5H7F3S in a non-equilibrium geometry. Source: the Open Molecules 2025 dataset; level of theory: ωB97M-V/def2-TZVPD.

Geometry as XYZ:
```
16
Properties=species:S:1:pos:R:3
C 0.898 0.021 -1.668
C 0.034 -0.381 -0.472
C 1.161 -1.252 -0.759
C -1.213 1.409 0.739
C -0.093 0.384 0.897
F -1.172 -0.957 -0.758
F 1.091 -2.475 -1.208
F 2.171 -1.091 0.114
S -0.122 -0.868 2.162
H 0.521 -0.184 -2.649
H 1.528 0.828 -1.604
H -2.031 0.955 0.205
H -0.842 2.295 0.244
H -1.498 1.791 1.698
H 0.978 0.811 1.056
H -1.411 -1.287 2.002
```

Properties
2S+1   3
Gap between HOMO and LUMO (spin up / spin down)   4.7596 / 7.7298 eV
Energy above the lowest of the compared OMol25 structures with the same formula, charge and spin   0.0 kJ/mol
Highest occupied orbital energy (spin up / spin down)   -3.9 / -10.7 eV
Total charge   0



One molecule with the formula C5H7F4NO in a non-equilibrium geometry. Source: the Open Molecules 2025 dataset; level of theory: ωB97M-V/def2-TZVPD.

Geometry as XYZ:
```
18
Properties=species:S:1:pos:R:3
C -0.270 1.369 0.394
C 1.118 1.488 -0.289
C 0.813 -0.676 -0.270
C -2.034 -0.144 -0.218
C 1.014 -1.942 0.623
N -0.608 -0.038 0.020
O 1.776 0.214 -0.021
F 0.724 -0.966 -1.645
F -2.743 0.776 0.463
F -2.561 -1.407 0.051
F -2.334 0.104 -1.558
H 0.052 1.601 1.437
H -0.983 2.102 -0.035
H 1.136 1.446 -1.528
H 1.740 2.341 0.070
H 0.660 -2.743 0.043
H 0.430 -1.712 1.596
H 2.070 -1.814 0.865
```

Properties
2S+1   1
Gap between HOMO and LUMO   10.7699 eV
Structure (SMILES)   C[C@]1(F)OCCN1C(F)(F)F
Energy above the lowest of the compared OMol25 structures with the same formula, charge and spin   0.0 kJ/mol
Highest occupied orbital energy   -9.9 eV
Total charge   0



An isolated ion of composition C5H7FN2O2P and charge +1 in a non-equilibrium geometry. Source: the Open Molecules 2025 dataset; level of theory: ωB97M-V/def2-TZVPD.

Geometry as XYZ:
```
18
Properties=species:S:1:pos:R:3
N 2.551 0.092 1.768
P 2.031 -0.017 0.303
O 2.477 1.335 -0.602
O 2.650 -1.365 -0.453
C 0.159 -0.113 0.153
C -0.569 -1.371 -0.096
C -2.050 -1.338 -0.238
C -2.718 -0.032 -0.135
N -1.990 1.128 0.124
C -0.623 1.141 0.263
F -0.011 2.321 0.500
H 3.060 0.992 1.798
H 1.969 1.324 -1.444
H 2.100 -1.580 -1.241
H -0.029 -2.344 -0.201
H -2.675 -2.243 -0.445
H -3.829 0.056 -0.266
H -2.504 2.014 0.213
```

Properties
2S+1   1
Gap between HOMO and LUMO   7.1181 eV
Structure (SMILES)   N=P(O)(O)c1ccc[nH+]c1F
Highest occupied orbital energy   -12.7 eV
Total charge   +1



One molecule with the formula C5H7FO in a non-equilibrium geometry. Source: the Open Molecules 2025 dataset; level of theory: ωB97M-V/def2-TZVPD.

Geometry as XYZ:
```
14
Properties=species:S:1:pos:R:3
C 0.458 -0.687 0.503
C -0.977 -0.715 0.546
C 1.232 -0.437 -0.762
C -1.721 -0.024 -0.272
C 1.116 0.668 0.214
O 0.454 1.807 0.252
F -3.001 0.060 -0.140
H 0.704 -1.439 1.282
H -1.410 -1.203 1.386
H 2.336 -0.656 -0.715
H 0.633 -0.566 -1.682
H -1.369 0.503 -1.192
H 1.934 0.890 0.860
H -0.388 1.797 -0.280
```

Properties
2S+1   1
Gap between HOMO and LUMO   9.6459 eV
Structure (SMILES)   O[C@@H]1C[C@@H]1/C=C/F
Energy above the lowest of the compared OMol25 structures with the same formula, charge and spin   223.8 kJ/mol
Highest occupied orbital energy   -8.7 eV
Total charge   0



One molecule with the formula C5H7FO2 in a non-equilibrium geometry. Source: the Open Molecules 2025 dataset; level of theory: ωB97M-V/def2-TZVPD.

Geometry as XYZ:
```
15
Properties=species:S:1:pos:R:3
C -0.693 -0.590 -0.028
C 0.693 -1.310 -0.445
C 1.140 0.958 -0.215
C -0.257 0.804 0.112
C -0.601 0.175 1.340
H -2.045 -0.498 -1.193
H 0.845 -2.205 0.094
H 0.865 -1.412 -1.652
H 1.372 1.362 -1.281
H 1.540 1.662 0.584
H 0.168 0.234 2.112
H -1.689 0.459 1.649
O -1.971 -1.003 -0.343
O 1.623 -0.348 -0.041
F -0.989 1.711 -0.694
```

Properties
2S+1   1
Gap between HOMO and LUMO   10.8296 eV
Structure (SMILES)   O[C@@]12COC[C@]1(F)C2
Energy above the lowest of the compared OMol25 structures with the same formula, charge and spin   210.6 kJ/mol
Highest occupied orbital energy   -10.0 eV
Total charge   0



One molecule with the formula C5H7FOS in a non-equilibrium geometry. Source: the Open Molecules 2025 dataset; level of theory: ωB97M-V/def2-TZVPD.

Geometry as XYZ:
```
15
Properties=species:S:1:pos:R:3
C -0.281 2.094 0.047
C -0.705 -0.214 -0.084
C 0.517 -0.612 0.662
C 1.606 -1.081 -0.283
C -1.572 -1.162 -0.493
H -0.592 2.083 1.093
H 0.839 1.939 0.052
H -0.447 3.061 -0.445
H 0.153 -1.535 1.238
H 0.866 0.112 1.332
H 1.307 -1.666 -1.175
H -2.453 -1.086 -1.098
O -0.879 1.027 -0.594
F -1.465 -2.373 0.020
S 3.106 -0.586 -0.274
```

Properties
2S+1   1
Gap between HOMO and LUMO   8.4378 eV
Structure (SMILES)   CO/C(=C/F)CC=S
Energy above the lowest of the compared OMol25 structures with the same formula, charge and spin   184.6 kJ/mol
Highest occupied orbital energy   -8.6 eV
Total charge   0